1.
6
Properties=species:S:1:pos:R:3:forces:R:3 method="wB97M-V/def2-TZVPD" gap_ev="8.4 / 8.4" e_lumo_ev="-0.920 / -0.920" energy_ha=-1051.55448
C -0.73728 -0.54608 0.02344 1.7 2.6 0.1
N 0.67210 0.84691 0.28284 -4.5 -2.0 -0.5
F -1.37175 -0.57496 1.16188 0.4 -0.5 -0.7
S -1.15002 -0.99376 -1.45968 0.3 0.0 1.4
Cl 2.20741 0.28115 0.70162 0.0 -0.2 -0.8
H 0.37954 0.98675 -0.71010 2.2 0.1 0.4


2.
8
Properties=species:S:1:pos:R:3:forces:R:3 method="wB97M-V/def2-TZVPD" gap_ev=7.9 e_lumo_ev=3.209 energy_ha=-1545.66976 total_charge=-1
C 0.34989 -0.21053 -1.66476 3.7 -1.4 -0.6
O -0.87828 -0.93166 2.41430 0.5 0.9 -1.2
O -1.07873 1.44353 2.06832 0.1 1.1 0.2
F -0.03630 1.04550 -1.79463 -0.3 -0.3 0.0
S -0.53793 -1.54143 -1.50505 -0.3 0.7 -0.2
S -0.78978 0.18231 1.43452 -1.7 -1.9 1.3
Cl 1.41411 0.35889 0.83350 1.2 0.2 0.3
H 1.55701 -0.34661 -1.78620 -3.2 0.9 0.3


3.
5
Properties=species:S:1:pos:R:3:forces:R:3 method="wB97M-V/def2-TZVPD" gap_ev="7.6 / 8.5" e_lumo_ev="-0.839 / -1.226" energy_ha=-1094.11145
C 0.08365 -0.22986 -0.16989 -0.4 1.1 0.1
Cl 0.70298 -1.76934 0.10056 0.1 -0.4 0.1
I 1.47228 1.27522 -0.66395 -0.1 -0.3 0.0
I -1.76468 -0.10282 -1.15913 0.2 -0.1 0.2
H -0.49423 0.82680 1.89241 0.1 -0.3 -0.4


4.
9
Properties=species:S:1:pos:R:3:forces:R:3 method="wB97M-V/def2-TZVPD" gap_ev=8.6 e_lumo_ev=3.860 energy_ha=-1134.53844 total_charge=-1
C -0.84960 -1.79958 -1.27679 -0.9 2.6 0.6
N -0.04711 0.32246 -1.26175 -1.3 1.5 -0.5
N -1.15838 -0.35445 -1.40368 -1.1 -3.2 -0.2
N 0.43944 -1.71453 -0.91183 0.2 -0.7 -1.2
N 0.91760 -0.38894 -1.02880 3.7 -1.9 1.4
O -2.22803 1.94693 0.01015 0.5 1.2 0.8
P -2.99710 1.32301 -1.04631 0.7 -1.3 -0.9
Cl -4.18349 -0.07787 -0.05394 -0.6 -0.5 0.1
H 1.08656 -2.56018 -0.83794 -1.2 2.2 -0.1


5.
10
Properties=species:S:1:pos:R:3:forces:R:3 method="wB97M-V/def2-TZVPD" gap_ev=6.5 e_lumo_ev=5.467 energy_ha=-1594.28066 total_charge=-2
C -0.21766 1.49119 -0.01055 0.5 1.0 0.7
N -0.35393 0.28411 0.07344 -0.2 0.4 0.4
O -2.64197 1.50112 0.94107 0.3 -1.5 -1.3
O -2.59956 -0.98830 0.34615 -0.4 -1.7 -0.1
O -0.28839 2.62905 0.10909 0.8 0.5 -0.4
O -2.49145 0.82228 -1.51053 0.1 -0.1 -1.5
P -2.41176 0.39374 -0.10571 -2.0 2.3 3.0
S 2.88912 0.24289 -0.40627 0.2 0.0 0.0
Cl 4.91659 0.38832 0.17990 0.0 0.0 -0.1
H 0.05159 -0.40224 -0.49975 0.8 -0.8 -0.7


6.
5
Properties=species:S:1:pos:R:3:forces:R:3 method="wB97M-V/def2-TZVPD" gap_ev=10.5 e_lumo_ev=0.259 smiles="O=COCl" energy_ha=-649.27901
O -0.75548 1.27607 -0.92172 -0.8 0.0 0.6
C -0.59846 0.39320 -0.18698 3.2 -2.8 0.3
O 0.99336 0.08286 0.01630 -2.6 1.5 -0.7
Cl 1.54057 -1.25920 0.79358 -0.4 -0.5 0.4
H -1.18000 -0.49293 0.29883 0.7 1.8 -0.6


7.
6
Properties=species:S:1:pos:R:3:forces:R:3 method="wB97M-V/def2-TZVPD" gap_ev=8.6 e_lumo_ev=-0.586 energy_ha=-1693.42375
C 1.89218 -0.03402 0.00672 -0.3 -1.1 -0.3
S 1.87713 1.57974 -0.00932 0.2 0.0 0.1
S 0.42887 -1.01539 0.05531 -0.5 1.4 0.2
S 3.21677 -1.17667 -0.07914 0.4 1.3 0.2
Cl 4.63676 0.23732 0.04390 0.9 -0.5 -0.1
H -0.12832 0.23200 0.22326 -0.6 -1.1 -0.1


8.
5
Properties=species:S:1:pos:R:3:forces:R:3 method="wB97M-V/def2-TZVPD" gap_ev=5.9 e_lumo_ev=-0.682 energy_ha=-209.26614
H -2.98140 0.91438 -0.34709 -0.1 0.1 0.0
O -2.47807 0.28100 -0.86111 1.0 -0.9 0.4
C -4.37619 -1.72949 1.04611 1.2 -1.0 -0.1
O -3.54559 -2.51199 1.04729 -1.1 1.0 0.0
Cs -0.08996 -1.42661 -0.03717 -1.1 0.7 -0.4


Across the entries above, energy above the lowest of the compared OMol25 structures with the same formula, charge and spin takes the values 2.616, 0.270, 4.065, 1.909, 0.000, 0.689, 0.382, 0.000 eV, respectively.